A structure of composition C25H29FeN3O10P2S, computed with wB97M-V/def2-TZVPD.

Structure (XYZ):
```
71
C25H29FeN3O10P2S (wB97M-V/def2-TZVPD)
Fe 1.364 -1.120 -0.185
C 4.783 -3.926 -1.548
C 3.928 -3.626 -0.324
O 4.151 -4.606 0.702
P 4.358 -1.993 0.464
O 5.031 -2.417 1.819
O 5.525 -1.350 -0.394
O 3.265 -0.983 0.624
P 2.151 -3.457 -0.720
O 1.711 -4.858 -1.232
O 1.471 -3.020 0.569
O 2.077 -2.304 -1.713
H 5.839 -3.952 -1.281
H 4.626 -3.173 -2.318
H 4.493 -4.898 -1.946
H 3.412 -5.228 0.718
H 4.856 -3.367 1.975
H 5.293 -0.457 -0.685
H 0.678 -4.842 -1.312
C -1.371 2.995 3.857
O -1.680 2.260 2.685
C -2.594 2.781 1.834
C -3.236 4.002 2.011
C -4.165 4.436 1.073
C -4.459 3.675 -0.044
C -3.806 2.464 -0.231
C -2.878 2.015 0.693
N -2.252 0.754 0.505
C -0.960 0.573 0.195
N -0.143 1.649 0.215
C 1.005 1.738 -0.587
C 1.711 0.625 -1.002
C 2.755 0.777 -1.909
C 3.130 2.041 -2.331
C 2.464 3.170 -1.861
C 1.395 3.019 -0.999
O 0.666 4.062 -0.483
C 0.414 5.152 -1.362
N -0.482 -0.612 -0.142
C -1.440 -1.629 -0.577
C -2.067 -1.320 -1.866
C -3.351 -1.625 -2.126
C -4.234 -2.123 -1.099
C -3.818 -2.366 0.158
C -2.411 -2.291 0.549
O -2.260 -1.840 1.870
C -1.255 -2.486 2.644
H -0.638 2.401 4.395
H -2.257 3.132 4.480
H -0.941 3.968 3.611
H -3.029 4.609 2.880
H -4.663 5.384 1.228
H -5.186 4.017 -0.767
H -4.007 1.841 -1.094
H -2.812 -0.084 0.597
H -0.539 2.535 0.493
H 3.259 -0.105 -2.287
H 3.945 2.159 -3.034
H 2.766 4.157 -2.183
H -0.296 5.798 -0.852
H -0.017 4.797 -2.301
H 1.321 5.720 -1.573
H -1.448 -0.825 -2.608
H -3.760 -1.429 -3.109
H -5.283 -2.246 -1.340
H -4.524 -2.622 0.940
H -1.528 -2.329 3.687
H -0.268 -2.065 2.447
H -1.214 -3.553 2.421
S -1.216 -4.556 -0.795
C -1.355 -3.027 -0.116
```

Properties
**HOMO energy (alpha / beta)**: -5.83 / -7.09 eV
**Maximum force**: 0.0110 Eh/bohr
**⟨S²⟩**: 6.148
**Multiplicity**: 5
**Total energy**: -4231.4380 a.u.
**LUMO level (alpha / beta)**: -0.0221 / 0.0053 Ha

***

A structure of composition C25H29GeI2N2O3SSeV at a distorted geometry, computed with wB97M-V/def2-TZVPD.

Structure (XYZ):
```
65
C25H29GeI2N2O3SSeV (wB97M-V/def2-TZVPD)
V -0.086 0.651 -0.752
I -6.228 4.669 -1.844
C -4.304 3.999 -1.445
C -3.698 4.298 -0.234
C -2.417 3.838 0.030
I -1.539 4.232 1.863
C -1.686 3.080 -0.906
O -0.496 2.643 -0.676
C -2.345 2.778 -2.126
C -1.623 1.913 -3.111
N -1.361 0.559 -2.567
C -2.566 -0.226 -2.269
C -2.784 -0.434 -0.783
C -3.813 -1.230 -0.317
C -3.944 -1.471 1.040
C -3.034 -0.873 1.897
C -2.043 -0.068 1.374
N -1.884 0.135 0.050
C -3.627 3.233 -2.386
H -4.220 4.878 0.516
H -0.641 2.330 -3.347
H -2.204 1.842 -4.039
H -0.736 0.064 -3.194
H -2.467 -1.206 -2.745
H -3.451 0.251 -2.704
H -4.503 -1.666 -1.029
H -4.738 -2.099 1.420
H -3.093 -1.005 2.969
H -1.331 0.449 2.006
H -4.096 2.981 -3.331
O 2.661 0.924 -3.650
C 2.325 0.893 -2.471
O 1.406 0.116 -2.010
C 3.028 1.798 -1.454
C 3.998 2.634 -2.015
C 4.765 3.498 -1.259
C 4.563 3.532 0.116
C 3.608 2.718 0.688
C 2.811 1.832 -0.056
S 1.652 0.893 0.930
H 4.127 2.571 -3.087
H 5.506 4.133 -1.730
H 5.144 4.198 0.744
H 3.440 2.758 1.758
C 3.758 -2.368 2.058
Ge 2.120 -3.310 2.497
C 1.947 -3.537 4.426
C 2.117 -5.072 1.664
C 0.598 -2.274 1.858
Se 0.581 -2.163 -0.090
C -0.780 -3.523 -0.338
H 4.595 -3.065 1.990
H 3.978 -1.619 2.819
H 3.647 -1.844 1.109
H 2.737 -4.183 4.813
H 0.985 -3.985 4.679
H 2.020 -2.573 4.932
H 3.011 -5.623 1.961
H 2.120 -4.977 0.577
H 1.241 -5.650 1.965
H 0.683 -1.251 2.226
H -0.360 -2.681 2.185
H -0.449 -4.453 0.124
H -0.902 -3.688 -1.408
H -1.729 -3.205 0.090
```

Properties
**HOMO energy (alpha / beta)**: -3.46 / -4.16 eV
**Maximum force**: 0.0270 Eh/bohr
**⟨S²⟩**: 3.765
**Multiplicity**: 4
**Total energy**: -7721.3982 a.u.
**Net charge**: -1
**LUMO level (alpha / beta)**: 0.0774 / 0.0773 Ha

***

A structure of composition C25H29N3NdP2 at a distorted geometry, computed with wB97M-V/def2-TZVPD.

Structure (XYZ):
```
60
C25H29N3NdP2 (wB97M-V/def2-TZVPD)
C -1.483 3.358 -2.691
C -1.258 2.025 -2.378
C 0.061 1.485 -2.514
C 1.107 2.303 -3.077
C 0.816 3.666 -3.361
C -0.444 4.190 -3.129
C 2.371 1.724 -3.274
C 2.592 0.368 -2.973
C 1.496 -0.399 -2.434
C 1.650 -1.813 -2.239
C 2.908 -2.384 -2.393
C 4.014 -1.605 -2.765
C 3.855 -0.277 -3.101
H -2.485 3.757 -2.572
H 1.613 4.289 -3.772
H -0.645 5.235 -3.324
H 3.186 2.325 -3.687
H 3.026 -3.447 -2.209
H 4.994 -2.074 -2.824
H 4.699 0.311 -3.481
N 0.388 0.268 -1.948
Nd 0.616 0.408 0.795
C -2.360 1.164 -1.819
H -2.347 0.150 -2.254
H -3.339 1.630 -1.979
C 0.472 -2.648 -1.786
H -0.443 -2.392 -2.354
H 0.700 -3.719 -1.887
P -2.138 0.969 0.005
P 0.117 -2.303 -0.007
C 1.451 -3.295 0.760
H 1.361 -3.214 1.852
H 1.354 -4.341 0.440
H 2.437 -2.900 0.472
C -1.357 -3.299 0.281
H -1.168 -4.350 0.022
H -1.623 -3.212 1.341
H -2.188 -2.890 -0.309
C -2.532 2.684 0.535
H -3.501 3.004 0.114
H -2.573 2.678 1.633
H -1.723 3.358 0.207
C -3.637 0.076 0.428
H -3.705 0.014 1.525
H -4.517 0.611 0.032
H -3.579 -0.938 0.005
H 2.321 1.544 0.003
H -0.106 2.009 1.834
N 0.037 0.439 8.363
C -0.013 -0.005 7.273
C -0.046 -0.360 5.882
C -1.251 -0.360 5.166
C -1.217 -0.381 3.783
N -0.044 -0.471 3.089
C 1.119 -0.581 3.785
C 1.149 -0.579 5.179
H -2.227 -0.275 5.665
H -2.144 -0.236 3.203
H 2.067 -0.593 3.193
H 2.117 -0.700 5.677
```

Properties
**HOMO energy (alpha / beta)**: -10.43 / -10.39 eV
**Maximum force**: 0.0678 Eh/bohr
**⟨S²⟩**: 3.757
**Multiplicity**: 4
**Total energy**: -2378.1448 a.u.
**Net charge**: +1
**LUMO level (alpha / beta)**: -0.1387 / -0.1383 Ha

***

An isolated molecule of C25H29N5O2 at a distorted geometry, computed with wB97M-V/def2-TZVPD.

Structure (XYZ):
```
61
C25H29N5O2 (wB97M-V/def2-TZVPD)
O 1.807 -2.928 -1.914
C 0.773 -3.000 -1.288
N 0.688 -3.238 0.034
H -0.221 -3.084 0.461
C 1.827 -3.085 0.907
H 2.712 -2.996 0.274
H 1.934 -3.978 1.532
C 1.652 -1.859 1.811
N 1.177 -0.705 1.070
C 2.160 -0.177 0.136
C 1.538 0.952 -0.673
N 1.109 2.019 0.212
C 0.143 1.501 1.156
C 0.757 0.361 1.960
H 0.012 -0.032 2.657
H 1.609 0.756 2.541
H -0.151 2.305 1.838
H -0.763 1.130 0.643
C 0.596 3.156 -0.534
C 1.699 3.838 -1.297
C 2.880 4.169 -0.642
C 3.904 4.801 -1.322
C 3.759 5.115 -2.663
C 2.587 4.787 -3.321
C 1.563 4.148 -2.642
H 0.653 3.887 -3.163
H 2.469 5.025 -4.369
H 4.558 5.611 -3.194
H 4.819 5.053 -0.805
H 2.985 3.914 0.401
H -0.214 2.859 -1.225
H 0.177 3.864 0.191
H 2.278 1.353 -1.369
H 0.691 0.553 -1.260
H 2.475 -0.963 -0.549
H 3.047 0.207 0.670
H 2.604 -1.659 2.334
H 0.892 -2.087 2.566
C -0.605 -2.906 -1.971
N -1.426 -1.861 -1.397
N -1.726 -2.003 -0.123
C -2.409 -1.096 0.518
C -2.904 0.050 -0.173
C -2.620 0.190 -1.488
C -1.806 -0.778 -2.194
O -1.478 -0.712 -3.363
H -2.976 1.027 -2.069
H -3.520 0.770 0.343
C -2.614 -1.322 1.951
C -2.831 -0.260 2.827
C -2.982 -0.491 4.182
C -2.921 -1.781 4.683
C -2.703 -2.843 3.820
C -2.550 -2.617 2.466
H -2.390 -3.442 1.789
H -2.654 -3.851 4.205
H -3.041 -1.957 5.741
H -3.145 0.341 4.851
H -2.856 0.754 2.458
H -0.462 -2.665 -3.026
H -1.113 -3.869 -1.867
```

Properties
**HOMO energy**: -8.62 eV
**Maximum force**: 0.0195 Eh/bohr
**Multiplicity**: 1
**Total energy**: -1394.3238 a.u.
**LUMO level**: -0.0098 Ha